{
  "formula": "C3H6Cl2NaO11",
  "method": "ωB97M-V/def2-TZVPD",
  "species": ["Na", "Cl", "O", "O", "O", "O", "Cl", "O", "O", "O", "O", "C", "O", "C", "O", "O", "C", "H", "H", "H", "H", "H", "H"],
  "coordinates": [[1.938, -3.031, -0.111], [-0.997, -6.850, 2.607], [0.015, -7.797, 3.132], [-0.811, -6.936, 1.188], [-2.348, -7.106, 2.966], [-0.666, -5.534, 3.091], [-1.249, -1.617, -4.292], [-1.433, -2.890, -4.946], [-1.904, -1.538, -3.030], [0.148, -1.404, -4.070], [-1.742, -0.593, -5.179], [2.493, 3.679, -0.369], [1.242, 3.857, 0.297], [0.700, 2.831, 1.032], [1.309, 1.768, 1.290], [-0.424, 3.201, 1.645], [-1.033, 4.468, 1.600], [2.530, 2.751, -0.938], [3.346, 3.740, 0.306], [2.588, 4.562, -1.002], [-1.420, 4.762, 0.624], [-0.415, 5.324, 1.868], [-1.867, 4.352, 2.291]],
  "mulliken_charge": [0.995, 1.601, -0.654, -0.657, -0.614, -0.674, 1.640, -0.639, -0.647, -0.693, -0.658, -0.613, -0.317, 0.784, -0.603, -0.289, -0.606, 0.288, 0.279, 0.233, 0.300, 0.289, 0.256],
  "lumo_energy_ha": -0.0183,
  "total_charge": -1,
  "orbital_gap_ev": 5.55,
  "homo_energy_ev": -6.04
}

{
  "formula": "C5H24O7",
  "method": "ωB97M-V/def2-TZVPD",
  "species": ["C", "O", "H", "H", "H", "H", "C", "O", "H", "H", "H", "H", "C", "O", "H", "H", "H", "H", "C", "O", "H", "H", "H", "H", "C", "O", "H", "H", "H", "H", "O", "H", "H", "O", "H", "H"],
  "coordinates": [[-0.003, -0.132, -0.145], [-0.270, 1.277, 0.035], [-0.063, -0.589, 0.843], [-0.688, -0.596, -0.854], [1.034, -0.344, -0.406], [-0.929, 1.255, 0.732], [-2.099, -0.111, -1.701], [-2.628, -0.294, -0.455], [-1.680, -1.042, -2.083], [-2.846, 0.376, -2.327], [-1.282, 0.610, -1.672], [-2.972, 0.565, -0.198], [2.489, -0.689, 0.101], [3.876, -0.944, -0.095], [1.912, -1.528, 0.490], [2.277, 0.126, 0.794], [1.904, -0.593, -0.814], [4.006, -1.870, -0.316], [0.527, 3.373, -0.668], [1.305, 2.201, -0.591], [0.198, 3.757, 0.298], [0.965, 4.203, -1.224], [-0.451, 3.078, -1.049], [0.670, 1.481, -0.592], [0.651, -3.024, -0.175], [1.454, -3.088, -1.291], [-0.187, -3.715, -0.276], [1.312, -3.307, 0.644], [0.261, -2.037, 0.075], [1.441, -3.992, -1.613], [-2.120, 0.657, 1.975], [-2.807, 1.300, 2.152], [-2.564, -0.047, 1.503], [-0.528, 1.097, 2.976], [-0.954, 1.695, 3.592], [-1.209, 0.888, 2.336]],
  "mulliken_charge": [-0.392, -0.605, 1.086, 0.416, -1.030, 0.638, -1.074, -0.529, 0.271, 0.457, 0.351, 0.346, -0.510, -0.598, 0.087, 0.310, 0.439, 0.319, -0.876, -0.662, 0.223, 0.332, 0.227, 1.108, -0.928, -0.469, 0.402, 0.333, 0.289, 0.344, -0.526, 0.257, 0.392, -0.792, 0.189, 0.175],
  "lumo_energy_ha": -0.0136,
  "orbital_gap_ev": 7.90,
  "homo_energy_ev": -8.27
}

{
  "formula": "C3H8O2S2",
  "method": "ωB97M-V/def2-TZVPD",
  "species": ["C", "C", "O", "C", "S", "S", "H", "H", "H", "H", "H", "H", "H", "H", "O"],
  "coordinates": [[0.361, -0.163, 1.097], [-0.789, -1.141, 1.191], [-1.934, -0.822, 1.102], [1.169, -0.490, -0.169], [2.494, 0.620, -0.632], [1.447, 2.254, -1.299], [0.017, 0.870, 1.133], [1.022, -0.376, 1.943], [-0.501, -2.211, 1.168], [1.692, -1.432, 0.004], [0.565, -0.707, -1.056], [0.954, 2.286, -0.042], [-2.382, 0.074, -0.819], [-2.203, 1.051, -1.966], [-1.912, 0.187, -1.656]],
  "mulliken_charge": [-0.311, -0.149, -0.436, -0.687, 0.253, 0.075, 0.343, 0.330, 0.346, 0.426, 0.456, 0.305, 0.335, 0.311, -0.598],
  "spin_multiplicity": 2,
  "lumo_energy_ha": [-0.1889, -0.3221],
  "total_charge": 1,
  "orbital_gap_ev": [8.94, 5.28],
  "s_squared": 0.75,
  "homo_energy_ev": [-14.08, -14.05]
}

{
  "formula": "C5H11N",
  "method": "ωB97M-V/def2-TZVPD",
  "species": ["C", "C", "C", "C", "C", "N", "H", "H", "H", "H", "H", "H", "H", "H", "H", "H", "H"],
  "coordinates": [[-2.218, 0.086, -1.292], [2.087, 0.762, -0.797], [1.594, 1.149, 0.418], [1.153, 0.287, 1.451], [0.473, -0.999, 1.118], [-2.512, -1.076, -0.476], [-2.796, 0.015, -2.221], [-2.583, 1.000, -0.809], [-1.156, 0.305, -1.426], [2.500, 1.499, -1.467], [1.574, 2.205, 0.675], [0.752, 0.875, 2.273], [0.024, -1.441, 2.001], [1.098, -1.722, 0.591], [-0.298, -0.713, 0.370], [2.161, -0.307, -0.945], [-1.929, -1.830, -0.859]],
  "mulliken_charge": [-0.509, -0.721, 0.039, -0.202, -0.494, -0.548, 0.307, 0.245, 0.104, 0.279, 0.282, 0.273, 0.372, 0.291, -0.148, 0.223, 0.209],
  "lumo_energy_ha": -0.0964,
  "orbital_gap_ev": 3.71,
  "homo_energy_ev": -6.34
}

{
  "formula": "C4H9NOS",
  "method": "ωB97M-V/def2-TZVPD",
  "species": ["C", "C", "O", "N", "C", "C", "S", "H", "H", "H", "H", "H", "H", "H", "H", "H"],
  "coordinates": [[1.592, -0.668, -2.072], [0.853, -0.702, -0.763], [1.302, -1.223, 0.242], [-0.368, -0.103, -0.759], [-1.148, -0.004, 0.467], [-0.589, 1.031, 1.439], [-1.564, 1.169, 2.952], [2.565, -1.132, -1.978], [1.772, 0.375, -2.350], [1.013, -1.128, -2.873], [-0.717, 0.405, -1.553], [-1.142, -0.971, 0.959], [-2.178, 0.225, 0.182], [0.429, 0.754, 1.705], [-0.566, 2.013, 0.968], [-1.252, -0.042, 3.434]],
  "mulliken_charge": [-1.179, 0.738, -0.616, -0.197, -0.546, -0.699, -0.222, 0.312, 0.318, 0.332, 0.240, 0.315, 0.379, 0.350, 0.354, 0.120],
  "smiles": "CC(=O)NCCS",
  "lumo_energy_ha": 0.0275,
  "orbital_gap_ev": 9.82,
  "homo_energy_ev": -9.07
}

{
  "formula": "C25H36F18N5O4",
  "method": "ωB97M-V/def2-TZVPD",
  "species": ["C", "C", "C", "C", "C", "C", "C", "F", "F", "C", "F", "F", "C", "F", "F", "C", "F", "F", "C", "F", "F", "C", "F", "F", "C", "F", "F", "C", "F", "F", "F", "C", "N", "C", "N", "C", "O", "N", "C", "O", "F", "C", "N", "H", "H", "H", "H", "H", "H", "H", "H", "H", "H", "H", "H", "H", "H", "H", "H", "H", "H", "H", "H", "H", "C", "O", "C", "C", "N", "C", "C", "O", "C", "H", "H", "H", "H", "H", "H", "H", "H", "H", "H", "H", "H", "H", "H", "H"],
  "coordinates": [[0.189, 0.077, 4.964], [-0.899, 1.310, 4.868], [-1.383, 1.680, 3.344], [-1.092, 3.275, 2.929], [0.547, 3.596, 2.836], [1.190, 3.354, 1.350], [1.727, 1.834, 1.047], [3.223, 1.916, 0.834], [1.559, 1.047, 2.284], [1.145, 1.143, -0.321], [-0.203, 1.677, -0.747], [2.062, 1.663, -1.411], [1.281, -0.480, -0.423], [1.340, -0.766, -1.906], [2.631, -0.877, 0.124], [0.180, -1.371, 0.386], [0.825, -1.715, 1.710], [-1.143, -0.736, 0.581], [-0.136, -2.857, -0.297], [1.236, -3.396, -0.645], [-0.815, -2.731, -1.641], [-0.777, -3.966, 0.687], [0.250, -4.583, 1.611], [-1.193, -5.127, -0.190], [-2.053, -3.590, 1.601], [-2.404, -4.865, 2.340], [-1.773, -2.619, 2.725], [-3.426, -3.135, 0.851], [-3.847, -1.713, 1.140], [-3.480, -3.346, -0.609], [-4.559, -3.963, 1.417], [-1.631, 4.325, 4.116], [-3.038, 3.909, 4.451], [-3.981, 3.915, 3.285], [-4.935, 2.719, 3.494], [-4.976, 5.250, 3.290], [-4.554, 6.476, 3.649], [-6.411, 5.009, 2.873], [-6.598, 5.049, 1.373], [-6.570, 3.931, 0.617], [-6.794, 6.362, 0.701], [-3.345, 3.741, 1.804], [-1.854, 3.661, 1.687], [1.261, 0.592, 4.850], [0.200, -0.444, 6.016], [0.119, -0.684, 4.057], [-1.856, 0.941, 5.480], [-0.452, 2.201, 5.481], [-0.981, 0.927, 2.513], [-2.566, 1.518, 3.332], [0.616, 4.773, 3.030], [1.152, 3.111, 3.726], [0.488, 3.798, 0.492], [2.158, 4.055, 1.307], [-0.891, 4.323, 5.038], [-1.589, 5.436, 3.681], [-3.098, 3.059, 5.049], [-5.578, 2.892, 4.297], [-5.454, 2.505, 2.606], [-7.091, 5.608, 3.389], [-3.693, 4.683, 1.158], [-3.795, 2.803, 1.220], [-1.641, 2.912, 0.963], [-1.452, 4.559, 1.312], [1.544, -4.643, -4.934], [1.954, -3.302, -5.168], [2.643, -2.723, -4.052], [4.121, -2.488, -4.398], [4.850, -3.758, -4.501], [6.199, -3.615, -5.062], [6.304, -3.143, -6.525], [5.793, -4.082, -7.474], [4.395, -3.979, -7.709], [0.911, -4.956, -5.768], [2.406, -5.311, -4.888], [0.961, -4.718, -4.009], [2.533, -3.323, -3.140], [2.173, -1.752, -3.866], [4.580, -1.873, -3.617], [4.160, -1.936, -5.341], [4.324, -4.396, -5.093], [6.669, -4.603, -4.993], [6.783, -2.944, -4.422], [7.371, -3.042, -6.755], [5.871, -2.149, -6.682], [4.025, -2.955, -7.603], [3.852, -4.653, -7.045], [4.200, -4.307, -8.732]],
  "mulliken_charge": [-0.703, -0.606, 0.480, 0.114, -0.681, -1.026, 0.960, -0.324, -0.162, 0.278, -0.296, -0.296, 0.544, -0.246, -0.273, 0.693, -0.280, -0.240, 0.607, -0.284, -0.287, 0.568, -0.259, -0.267, 0.357, -0.277, -0.208, 0.662, -0.219, -0.203, -0.241, -1.119, -0.123, 0.998, -0.650, -0.231, -0.509, -0.076, 0.479, -0.408, -0.219, -1.061, 0.395, 0.169, 0.384, 0.050, 0.351, 0.179, -0.761, 0.454, 0.499, 0.216, 0.253, 0.383, 0.377, 0.379, 0.394, 0.300, 0.273, 0.371, 0.218, 0.311, 0.252, 0.578, -0.579, -0.391, -0.500, -0.174, -0.372, -0.688, -0.473, -0.421, -0.531, 0.257, 0.316, 0.179, 0.317, 0.191, 0.415, 0.180, 0.091, 0.366, 0.395, 0.359, 0.333, 0.270, 0.166, 0.303],
  "lumo_energy_ha": -0.1425,
  "total_charge": 1,
  "orbital_gap_ev": 5.94,
  "homo_energy_ev": -9.82
}

{
  "formula": "C4H12",
  "method": "ωB97M-V/def2-TZVPD",
  "species": ["C", "C", "H", "H", "H", "H", "H", "H", "C", "C", "H", "H", "H", "H", "H", "H"],
  "coordinates": [[-0.800, -0.622, 2.123], [0.505, 0.175, 2.161], [-0.747, -1.257, 1.231], [-0.925, -1.232, 3.028], [-1.717, -0.045, 2.066], [0.443, 1.027, 1.466], [0.745, 0.663, 3.105], [1.220, -0.559, 1.810], [0.380, 0.023, -1.439], [-0.070, 0.452, -2.820], [-0.281, -0.783, -1.103], [1.423, -0.255, -1.296], [0.332, 0.828, -0.711], [0.722, 1.064, -3.269], [-1.018, 0.975, -2.930], [-0.212, -0.455, -3.424]],
  "mulliken_charge": [-0.777, -0.717, 0.198, 0.308, 0.269, 0.158, 0.348, 0.230, -0.565, -0.975, 0.177, 0.323, 0.163, 0.286, 0.306, 0.268],
  "smiles": "CC.CC",
  "lumo_energy_ha": 0.0422,
  "orbital_gap_ev": 12.58,
  "homo_energy_ev": -11.44
}

Which electronic energy belongs to each record? In order, -55177.98874 -19893.61454 -28996.85401 -6846.83787 -18667.32703 -91039.92134 -4342.14744 eV.